Density functional theory data (ωB97M-V with the def2-TZVPD basis set) for 15 unconnected molecules or ions with the total composition C78H162F21N8O20 at a distorted geometry.

Values from the calculation:
Frontier orbital gap (alpha / beta) in eV: 4.990 / 4.989
HOMO (alpha / beta) in eV: -9.33 / -9.33
⟨S²⟩: 0.754
Net charge: +2
Spin multiplicity: 2
LUMO energy (alpha / beta) in eV: -4.3426 / -4.3431

Last columns: bonded neighbours and bond lengths (Å).
Element x y z (Å)
1 C 4.60142 0.20996 -3.93111  C2 1.541, H13 1.090, H14 1.090, H15 1.090
2 C 4.68652 1.67922 -4.38653  C1 1.541, C3 1.478, H16 1.090, H17 1.090
3 C 6.05081 2.24496 -4.43370  C2 1.478, C4 1.551, H18 1.090, H19 1.090
4 C 6.56497 2.58649 -3.01099  C3 1.551, N5 1.537, H20 1.090, H21 1.090
5 N 7.96623 3.21785 -2.99312  C4 1.537, C6 1.643, C9 1.599, C10 1.662
6 C 9.18241 2.13006 -3.18605  N5 1.643, C7 1.535, H22 1.090, H23 1.090
7 C 9.24556 1.35720 -1.86123  C6 1.535, C8 1.530, H24 1.090, H25 1.090
8 C 8.76938 2.28881 -0.74485  C7 1.530, C9 1.551, H26 1.090, H27 1.090
9 C 8.30363 3.57718 -1.47167  N5 1.599, C8 1.551, H28 1.090, H29 1.090
10 C 8.16575 4.56282 -3.94865  N5 1.662, C11 1.496, H30 1.090, H31 1.090
11 C 7.04447 5.55221 -3.91404  C10 1.496, C12 1.565, H32 1.090, H33 1.090
12 C 7.52081 6.93388 -4.47369  C11 1.565, H34 1.090, H35 1.090, H36 1.090
13 H 3.61761 -0.25385 -4.00258  C1 1.090
14 H 4.80370 -0.07016 -2.89732  C1 1.090
15 H 5.33501 -0.40517 -4.45222  C1 1.090
16 H 4.12926 2.36783 -3.75141  C2 1.090
17 H 4.33271 1.78631 -5.41194  C2 1.090
18 H 6.17199 3.20800 -4.92965  C3 1.090
19 H 6.69649 1.59298 -5.02203  C3 1.090
20 H 6.65117 1.68595 -2.40297  C4 1.090
21 H 6.00691 3.42535 -2.59508  C4 1.090
22 H 10.08880 2.73246 -3.24676  C6 1.090
23 H 9.15204 1.50191 -4.07633  C6 1.090
24 H 10.23000 1.03244 -1.52434  C7 1.090
25 H 8.63603 0.46020 -1.97062  C7 1.090
26 H 9.30477 2.53206 0.17291  C8 1.090
27 H 7.92650 1.75120 -0.31054  C8 1.090
28 H 9.18976 4.21089 -1.50730  C9 1.090
29 H 7.37565 3.92466 -1.01756  C9 1.090
30 H 8.38342 4.21024 -4.95682  C10 1.090
31 H 9.09545 5.08588 -3.72465  C10 1.090
32 H 6.71071 5.51457 -2.87708  C11 1.090
33 H 6.18115 5.26124 -4.51246  C11 1.090
34 H 8.46415 7.25698 -4.03344  C12 1.090
35 H 6.81773 7.74529 -4.28558  C12 1.090
36 H 7.69440 6.95186 -5.54963  C12 1.090
37 C -4.99827 7.70966 -3.08673  C38 1.485, H49 1.090, H50 1.090, H51 1.090
38 C -5.54782 6.68762 -4.01293  C37 1.485, C39 1.547, H52 1.090, H53 1.090
39 C -4.69276 5.40615 -4.15489  C38 1.547, C40 1.557, H54 1.090, H55 1.090
40 C -5.26327 4.27148 -3.25345  C39 1.557, N41 1.534, H56 1.090, H57 1.090
41 N -4.75573 2.87083 -3.61783  C40 1.534, C42 1.555, C45 1.526, C46 1.576
42 C -5.29101 1.84072 -2.58365  N41 1.555, C43 1.576, H58 1.090, H59 1.090
43 C -4.35698 0.59013 -2.80052  C42 1.576, C44 1.536, H60 1.090, H61 1.090
44 C -2.99838 1.27904 -2.99809  C43 1.536, C45 1.510, H62 1.090, H63 1.090
45 C -3.27741 2.73915 -3.26308  N41 1.526, C44 1.510, H64 1.090, H65 1.090
46 C -5.01358 2.50932 -5.12963  N41 1.576, C47 1.555, H66 1.090, H67 1.090
47 C -6.51437 2.33742 -5.49782  C46 1.555, C48 1.477, H68 1.090, H69 1.090
48 C -6.78855 1.94453 -6.89507  C47 1.477, H70 1.090, H71 1.090, H72 1.090
49 H -3.92447 7.86527 -3.19094  C37 1.090
50 H -5.13863 7.24021 -2.11307  C37 1.090
51 H -5.63561 8.59287 -3.04390  C37 1.090
52 H -5.50470 7.24480 -4.94877  C38 1.090
53 H -6.58830 6.45942 -3.78182  C38 1.090
54 H -3.62485 5.52076 -3.96906  C39 1.090
55 H -4.89438 5.10786 -5.18371  C39 1.090
56 H -6.34188 4.12157 -3.30050  C40 1.090
57 H -5.04840 4.24979 -2.18506  C40 1.090
58 H -6.33164 1.65265 -2.84790  C42 1.090
59 H -5.20883 2.22182 -1.56575  C42 1.090
60 H -4.73515 -0.07744 -3.57474  C43 1.090
61 H -4.42731 0.03821 -1.86321  C43 1.090
62 H -2.54865 0.77317 -3.85245  C44 1.090
63 H -2.35268 1.21081 -2.12259  C44 1.090
64 H -2.67448 3.23418 -4.02434  C45 1.090
65 H -3.23008 3.25153 -2.30218  C45 1.090
66 H -4.39141 1.63141 -5.30364  C46 1.090
67 H -4.32784 3.15639 -5.67660  C46 1.090
68 H -6.98219 3.30939 -5.34127  C47 1.090
69 H -7.03822 1.71702 -4.77064  C47 1.090
70 H -6.07582 1.26991 -7.36943  C48 1.090
71 H -6.71146 2.80048 -7.56552  C48 1.090
72 H -7.79934 1.58811 -7.09347  C48 1.090
73 C -2.64481 -8.13778 -2.74041  C74 1.456, H80 1.090, H81 1.090, H82 1.090
74 C -2.81822 -7.01714 -1.82730  C73 1.456, O75 1.184, N76 1.540
75 O -2.30412 -7.06717 -0.76210  C74 1.184
76 N -3.72278 -5.84396 -2.24935  C74 1.540, H77 1.010, H78 1.010, C79 1.571
77 H -4.30284 -6.18401 -3.00301  N76 1.010
78 H -4.19837 -5.59051 -1.39514  N76 1.010
79 C -2.89311 -4.62800 -2.79682  N76 1.571, H83 1.090, H84 1.090, H85 1.090
80 H -3.48033 -8.81622 -2.56801  C73 1.090
81 H -1.70561 -8.69058 -2.71971  C73 1.090
82 H -2.61608 -7.73264 -3.75191  C73 1.090
83 H -2.22931 -4.19112 -2.05075  C79 1.090
84 H -3.69719 -4.00066 -3.18154  C79 1.090
85 H -2.25902 -4.98661 -3.60763  C79 1.090
86 C 4.76118 -0.65655 6.86127  C87 1.534, H93 1.090, H94 1.090, H95 1.090
87 C 4.86149 -0.41874 5.34915  C86 1.534, O88 1.208, N89 1.540
88 O 5.64748 0.30409 4.78433  C87 1.208
89 N 3.86614 -1.24792 4.51696  C87 1.540, H90 1.010, H91 1.010, C92 1.562
90 H 4.33359 -2.12123 4.31970  N89 1.010
91 H 3.03599 -1.49797 5.03505  N89 1.010
92 C 3.36653 -0.56913 3.20172  N89 1.562, H96 1.090, H97 1.090, H98 1.090
93 H 5.02046 0.26172 7.38820  C86 1.090
94 H 5.36382 -1.54197 7.06366  C86 1.090
95 H 3.77012 -0.92187 7.22938  C86 1.090
96 H 3.57134 -1.19025 2.32973  C92 1.090
97 H 3.66365 0.47957 3.20732  C92 1.090
98 H 2.28078 -0.60443 3.11228  C92 1.090
99 C -6.46772 0.21595 3.02651  C100 1.531, H106 1.090, H107 1.090, H108 1.090
100 C -7.20535 -0.47313 1.87527  C99 1.531, O101 1.249, N102 1.511
101 O -8.04741 -1.37730 2.06086  C100 1.249
102 N -6.69579 -0.14911 0.49020  C100 1.511, H103 1.010, H104 1.010, C105 1.521
103 H -7.32575 0.39814 -0.07881  N102 1.010
104 H -5.94546 0.50164 0.67361  N102 1.010
105 C -6.20842 -1.42116 -0.18536  N102 1.521, H109 1.090, H110 1.090, H111 1.090
106 H -5.37960 0.15228 3.02012  C99 1.090
107 H -6.74239 -0.08790 4.03663  C99 1.090
108 H -6.54829 1.29609 2.90447  C99 1.090
109 H -5.25128 -1.76014 0.21096  C105 1.090
110 H -6.12780 -1.31086 -1.26676  C105 1.090
111 H -6.80820 -2.32700 -0.09685  C105 1.090
112 C 1.12952 -8.04236 2.68977  C113 1.500, H119 1.090, H120 1.090, H121 1.090
113 C 1.48038 -8.59665 1.34061  C112 1.500, O114 1.246, N115 1.543
114 O 1.28096 -7.95198 0.29258  C113 1.246
115 N 2.08156 -10.01682 1.28567  C113 1.543, H116 1.010, H117 1.010, C118 1.605
116 H 2.97403 -10.04431 1.75772  N115 1.010
117 H 1.56355 -10.62893 1.89974  N115 1.010
118 C 2.05127 -10.79316 -0.11892  N115 1.605, H122 1.090, H123 1.090, H124 1.090
119 H 1.81868 -8.14089 3.52849  C112 1.090
120 H 0.27600 -8.59362 3.08439  C112 1.090
121 H 0.81707 -7.00100 2.61212  C112 1.090
122 H 1.06909 -10.62756 -0.56163  C118 1.090
123 H 2.31568 -11.78665 0.24326  C118 1.090
124 H 2.85610 -10.32284 -0.68385  C118 1.090
125 C 3.15323 6.05798 -4.74282  C126 1.565, H135 1.090, H136 1.090, H137 1.090
126 C 1.63648 6.43416 -4.65881  C125 1.565, N127 1.596, H138 1.090, H139 1.090
127 N 1.00296 6.37729 -3.19508  C126 1.596, C128 1.607, C129 1.588, C131 1.601
128 C -0.46711 6.98894 -3.41495  N127 1.607, H140 1.090, H141 1.090, H142 1.090
129 C 0.97386 4.94434 -2.51087  N127 1.588, C130 1.546, H143 1.090, H144 1.090
130 C 0.30040 3.90186 -3.43245  C129 1.546, H145 1.090, H146 1.090, H147 1.090
131 C 1.85526 7.34773 -2.24865  N127 1.601, C132 1.553, H148 1.090, H149 1.090
132 C 1.40427 7.55206 -0.77671  C131 1.553, O133 1.414, H150 1.090, H151 1.090
133 O 0.01139 7.79544 -0.77321  C132 1.414, C134 1.414
134 C -0.65396 7.49844 0.43845  O133 1.414, H152 1.090, H153 1.090, H154 1.090
135 H 3.45639 5.90882 -5.77914  C125 1.090
136 H 3.49216 5.10421 -4.33841  C125 1.090
137 H 3.85955 6.84400 -4.47566  C125 1.090
138 H 0.85941 6.09346 -5.34306  C126 1.090
139 H 1.55779 7.45369 -5.03626  C126 1.090
140 H -0.85307 6.57542 -4.34668  C128 1.090
141 H -0.37298 8.05999 -3.23584  C128 1.090
142 H -1.04133 6.49867 -2.62882  C128 1.090
143 H 0.36411 5.03036 -1.61148  C129 1.090
144 H 2.03547 4.80319 -2.30797  C129 1.090
145 H 0.35767 2.92665 -2.94895  C130 1.090
146 H 0.98346 3.72643 -4.26357  C130 1.090
147 H -0.72383 4.01933 -3.78635  C130 1.090
148 H 1.71705 8.28513 -2.78742  C131 1.090
149 H 2.90494 7.07273 -2.35189  C131 1.090
150 H 2.06970 8.39290 -0.58098  C132 1.090
151 H 1.53715 6.66904 -0.15164  C132 1.090
152 H -1.66851 7.75759 0.13574  C134 1.090
153 H -0.17357 8.07284 1.23053  C134 1.090
154 H -0.70856 6.45221 0.73930  C134 1.090
155 C -0.36575 -4.38348 0.96368  C156 1.545, H165 1.090, H166 1.090, H167 1.090
156 C -0.03963 -2.87428 1.02387  C155 1.545, N157 1.525, H168 1.090, H169 1.090
157 N -1.19793 -1.92793 1.32012  C156 1.525, C158 1.560, C159 1.574, C161 1.562
158 C -2.26573 -1.99810 0.18568  N157 1.560, H170 1.090, H171 1.090, H172 1.090
159 C -1.81523 -2.30151 2.71889  N157 1.574, C160 1.552, H173 1.090, H174 1.090
160 C -2.85518 -1.31542 3.31547  C159 1.552, H175 1.090, H176 1.090, H177 1.090
161 C -0.60080 -0.48526 1.34224  N157 1.562, C162 1.514, H178 1.090, H179 1.090
162 C -0.19471 0.11009 0.01030  C161 1.514, O163 1.479, H180 1.090, H181 1.090
163 O 1.27462 0.19308 0.15322  C162 1.479, C164 1.438
164 C 1.84972 1.05196 -0.84642  O163 1.438, H182 1.090, H183 1.090, H184 1.090
165 H -1.06937 -4.60794 1.76533  C155 1.090
166 H 0.50451 -5.03851 0.92271  C155 1.090
167 H -0.87477 -4.44636 0.00189  C155 1.090
168 H 0.39405 -2.61715 0.05749  C156 1.090
169 H 0.75235 -2.62991 1.73179  C156 1.090
170 H -2.89284 -1.15245 0.46799  C158 1.090
171 H -2.66181 -3.01210 0.13057  C158 1.090
172 H -1.94936 -1.81921 -0.84194  C158 1.090
173 H -0.96621 -2.21367 3.39680  C159 1.090
174 H -2.27081 -3.28327 2.58974  C159 1.090
175 H -2.37609 -0.41790 3.70666  C160 1.090
176 H -3.34505 -1.74363 4.18997  C160 1.090
177 H -3.56783 -0.85004 2.63455  C160 1.090
178 H 0.16755 -0.46847 2.11520  C161 1.090
179 H -1.42205 0.17396 1.62346  C161 1.090
180 H -0.65730 1.09369 -0.07127  C162 1.090
181 H -0.54117 -0.28684 -0.94391  C162 1.090
182 H 1.50518 0.71722 -1.82486  C164 1.090
183 H 2.89696 0.76838 -0.74174  C164 1.090
184 H 1.62574 2.09318 -0.61450  C164 1.090
185 C 4.22644 4.29213 0.31177  O186 1.432, O187 1.452, C188 1.574, H199 1.090
186 O 3.61833 5.22921 1.20762  C185 1.432, C192 1.498
187 O 4.60741 5.02413 -0.88328  C185 1.452
188 C 5.06101 3.16958 1.03364  C185 1.574, F189 1.329, F190 1.327, F191 1.336
189 F 6.15756 3.50576 1.70601  C188 1.329
190 F 4.31895 2.45337 1.86948  C188 1.327
191 F 5.45517 2.16985 0.23916  C188 1.336
192 C 2.42589 4.76796 1.98854  O186 1.498, C193 1.513, H197 1.090, H198 1.090
193 C 2.20290 5.65364 3.19416  C192 1.513, H194 1.090, H195 1.090, H196 1.090
194 H 3.18014 5.92850 3.59109  C193 1.090
195 H 1.80071 6.63381 2.93803  C193 1.090
196 H 1.46993 5.18828 3.85318  C193 1.090
197 H 2.45090 3.73900 2.34730  C192 1.090
198 H 1.58488 4.90828 1.30949  C192 1.090
199 H 3.38846 3.74970 -0.12603  C185 1.090
200 C -0.00643 -1.04163 6.05121  O201 1.404, O202 1.403, C203 1.616, H214 1.090
201 O 0.05075 -0.13803 4.97806  C200 1.404, C207 1.488
202 O 1.24616 -1.64764 6.22783  C200 1.403
203 C -0.66827 -0.36871 7.36354  C200 1.616, F204 1.336, F205 1.330, F206 1.333
204 F -1.00513 -1.19416 8.35914  C203 1.336
205 F -0.02701 0.65011 7.92894  C203 1.330
206 F -1.77958 0.27564 7.00594  C203 1.333
207 C 0.76989 1.15239 5.15705  O201 1.488, C208 1.563, H212 1.090, H213 1.090
208 C -0.23318 2.34044 5.31579  C207 1.563, H209 1.090, H210 1.090, H211 1.090
209 H -1.15791 2.21754 4.75199  C208 1.090
210 H -0.52587 2.29227 6.36465  C208 1.090
211 H 0.13982 3.28427 4.91810  C208 1.090
212 H 1.26399 1.26740 4.19230  C207 1.090
213 H 1.44956 1.27622 6.00015  C207 1.090
214 H -0.72482 -1.80139 5.74335  C200 1.090
215 C -5.12295 -4.96625 1.28307  O216 1.481, O217 1.411, C218 1.537, H229 1.090
216 O -5.37075 -6.41658 1.11663  C215 1.481, C222 1.437
217 O -5.03067 -4.46163 -0.03090  C215 1.411
218 C -6.20499 -4.41843 2.22677  C215 1.537, F219 1.368, F220 1.350, F221 1.301
219 F -7.45940 -4.52593 1.69203  C218 1.368
220 F -6.35123 -5.13042 3.36485  C218 1.350
221 F -5.95309 -3.16530 2.47009  C218 1.301
222 C -4.68927 -7.27364 2.04763  O216 1.437, C223 1.571, H227 1.090, H228 1.090
223 C -5.69280 -8.45930 2.28319  C222 1.571, H224 1.090, H225 1.090, H226 1.090
224 H -6.20867 -8.39273 3.24108  C223 1.090
225 H -6.39163 -8.73950 1.49501  C223 1.090
226 H -5.03508 -9.31275 2.44791  C223 1.090
227 H -4.38830 -6.84045 3.00149  C222 1.090
228 H -3.87575 -7.69087 1.45416  C222 1.090
229 H -4.11557 -4.88479 1.69128  C215 1.090
230 C 4.67943 -4.25900 2.31378  O231 1.466, O232 1.406, C233 1.554, H244 1.090
231 O 4.71451 -3.10303 1.41326  C230 1.466, C237 1.487
232 O 5.13454 -3.69028 3.51675  C230 1.406
233 C 3.32118 -5.01440 2.34341  C230 1.554, F234 1.319, F235 1.329, F236 1.395
234 F 2.26047 -4.25973 2.55717  C233 1.319
235 F 2.97766 -5.44565 1.13462  C233 1.329
236 F 3.14385 -6.10396 3.19611  C233 1.395
237 C 4.78822 -3.32997 -0.05427  O231 1.487, C238 1.566, H242 1.090, H243 1.090
238 C 4.47816 -1.92602 -0.67423  C237 1.566, H239 1.090, H240 1.090, H241 1.090
239 H 5.24703 -1.20892 -0.38664  C238 1.090
240 H 4.32282 -1.91921 -1.75309  C238 1.090
241 H 3.54189 -1.56482 -0.24874  C238 1.090
242 H 4.03705 -3.99360 -0.48258  C237 1.090
243 H 5.74760 -3.72833 -0.38443  C237 1.090
244 H 5.44029 -4.97784 2.00969  C230 1.090
245 C -0.69440 -2.06911 -4.25492  O246 1.407, O247 1.427, C248 1.666, H259 1.090
246 O -0.26123 -3.37362 -3.95366  C245 1.407, C252 1.476
247 O -1.68554 -1.69393 -3.29959  C245 1.427
248 C 0.56724 -1.06499 -4.67390  C245 1.666, F249 1.374, F250 1.377, F251 1.343
249 F 0.21330 0.20932 -5.04537  C248 1.374
250 F 1.36956 -0.82336 -3.58069  C248 1.377
251 F 1.31146 -1.56519 -5.67359  C248 1.343
252 C 0.75303 -3.63034 -2.91292  O246 1.476, C253 1.586, H257 1.090, H258 1.090
253 C 0.82515 -5.19902 -2.69323  C252 1.586, H254 1.090, H255 1.090, H256 1.090
254 H 1.50877 -5.47550 -1.89053  C253 1.090
255 H -0.16111 -5.66312 -2.69092  C253 1.090
256 H 1.36595 -5.59372 -3.55338  C253 1.090
257 H 0.36043 -3.21781 -1.98352  C252 1.090
258 H 1.74789 -3.23066 -3.10940  C252 1.090
259 H -1.26396 -2.10000 -5.18377  C245 1.090
260 C -3.59348 2.45741 1.63581  O261 1.419, O262 1.453, C263 1.606, H274 1.090
261 O -4.42288 2.60355 2.77806  C260 1.419, C267 1.469
262 O -4.04920 1.27716 0.92098  C260 1.453
263 C -3.33184 3.84419 0.86910  C260 1.606, F264 1.326, F265 1.369, F266 1.304
264 F -2.94688 4.91122 1.55520  C263 1.326
265 F -2.37868 3.73036 -0.10700  C263 1.369
266 F -4.37154 4.25296 0.19721  C263 1.304
267 C -3.76438 3.06618 4.00732  O261 1.469, C268 1.527, H272 1.090, H273 1.090
268 C -4.80456 3.76850 4.87681  C267 1.527, H269 1.090, H270 1.090, H271 1.090
269 H -4.11066 4.11695 5.64179  C268 1.090
270 H -5.19941 4.71280 4.50199  C268 1.090
271 H -5.64211 3.18957 5.26597  C268 1.090
272 H -2.79853 3.57057 3.97870  C267 1.090
273 H -3.51945 2.08316 4.40954  C267 1.090
274 H -2.64457 2.07070 2.00749  C260 1.090
275 C -0.42858 -6.51092 7.60235  O276 1.454, O277 1.449, C278 1.612, H289 1.090
276 O -0.22760 -5.29191 6.83511  C275 1.454, C282 1.477
277 O 0.80179 -6.73334 8.33443  C275 1.449
278 C -1.89930 -6.69196 8.23819  C275 1.612, F279 1.387, F280 1.300, F281 1.277
279 F -2.36058 -5.52715 8.83268  C278 1.387
280 F -2.78152 -7.10393 7.37677  C278 1.300
281 F -1.97912 -7.64248 9.08721  C278 1.277
282 C -1.17646 -4.95657 5.75441  O276 1.477, C283 1.601, H287 1.090, H288 1.090
283 C -1.32579 -5.87596 4.45277  C282 1.601, H284 1.090, H285 1.090, H286 1.090
284 H -1.73239 -6.87363 4.61839  C283 1.090
285 H -1.83940 -5.25518 3.71865  C283 1.090
286 H -0.33167 -6.06576 4.04805  C283 1.090
287 H -0.84967 -3.99418 5.36057  C282 1.090
288 H -2.19204 -4.89172 6.14491  C282 1.090
289 H -0.34684 -7.21401 6.77344  C275 1.090

These are the Mulliken partial charges, in e, on atoms 1 to 6: -1.026 0.325 -1.555 -0.438 0.396 -0.663